1.
Molecular formula: C49H46BN8OPtS2
Method: DFT, ωB97M-V/def2-TZVPD

The geometry in XYZ format:
```
108
Properties=species:S:1:pos:R:3:forces:R:3:lowdin_charge:R:1
Pt -0.714 -0.416 0.253 -0.23 0.09 -0.27 0.815
C -1.713 0.907 5.422 -0.02 -0.02 0.00 -0.005
C -1.108 0.091 4.331 0.17 0.14 -0.05 -0.246
C -0.302 -1.029 4.435 -0.04 -0.03 0.01 0.053
C -0.018 -1.418 3.127 0.07 0.03 0.08 -0.242
N -0.590 -0.555 2.284 -0.27 0.04 0.12 -0.082
N -1.266 0.376 3.026 0.02 -0.13 -0.13 0.056
B -2.262 1.414 2.402 0.36 0.00 -0.10 -0.481
N -3.197 0.600 1.475 -0.02 0.12 -0.20 0.055
N -2.739 -0.365 0.631 0.00 0.09 -0.10 -0.069
C -3.798 -0.999 0.117 0.03 -0.04 0.02 -0.228
C -4.959 -0.408 0.614 -0.04 -0.07 0.08 0.049
C -4.544 0.581 1.477 0.07 0.10 0.06 -0.239
C -5.382 1.477 2.323 -0.02 -0.01 0.00 0.000
C -3.757 -2.191 -0.745 0.08 0.05 -0.11 -0.167
C -4.835 -2.447 -1.593 0.02 0.06 -0.07 -0.023
C -4.875 -3.602 -2.354 0.02 -0.02 0.00 -0.066
C -3.841 -4.526 -2.276 -0.04 0.01 -0.06 -0.076
C -2.765 -4.280 -1.439 0.09 0.06 -0.05 -0.070
C -2.721 -3.117 -0.683 0.05 0.02 0.05 -0.047
N -1.519 2.603 1.752 -0.31 0.05 -0.03 0.022
N -0.427 2.482 0.956 0.34 0.04 0.20 0.080
C -0.013 3.725 0.686 -0.02 -0.10 0.05 -0.235
C -0.872 4.657 1.284 -0.02 0.11 -0.03 0.026
C -1.807 3.914 1.961 -0.06 -0.09 0.07 -0.259
C -2.921 4.421 2.815 0.01 -0.01 -0.04 -0.012
C 1.264 4.023 0.010 0.00 0.02 0.02 -0.158
C 2.053 3.022 -0.546 -0.01 -0.12 -0.09 -0.063
C 3.313 3.304 -1.052 -0.06 0.00 -0.05 -0.082
C 3.796 4.605 -1.042 0.00 -0.01 -0.03 -0.085
C 3.003 5.619 -0.526 0.00 0.02 0.00 -0.074
C 1.754 5.331 0.001 0.00 -0.03 -0.01 -0.025
C 0.774 -2.585 2.701 0.00 -0.01 -0.01 -0.211
C 0.230 -3.544 1.853 -0.01 0.01 0.02 -0.050
C 0.986 -4.636 1.458 0.02 0.00 -0.01 -0.062
C 2.290 -4.781 1.916 -0.01 -0.01 0.01 -0.082
C 2.827 -3.841 2.785 -0.01 0.00 0.03 -0.080
C 2.069 -2.749 3.182 0.02 0.02 -0.06 -0.038
H -1.320 0.577 6.382 0.00 0.00 0.00 0.088
H -1.485 1.965 5.299 0.00 0.00 0.00 0.087
H -2.798 0.798 5.441 0.00 0.00 -0.01 0.090
H -0.003 -1.535 5.336 0.02 0.01 0.00 0.125
H -2.922 1.881 3.272 -0.06 -0.16 0.08 0.105
H -5.975 -0.706 0.425 0.01 -0.02 0.00 0.122
H -6.433 1.272 2.130 0.00 -0.01 0.00 0.089
H -5.189 1.319 3.384 0.00 0.01 0.00 0.088
H -5.195 2.525 2.100 -0.01 0.02 -0.01 0.070
H -5.641 -1.729 -1.668 0.01 0.01 0.01 0.116
H -5.718 -3.784 -3.007 0.01 0.00 0.00 0.108
H -3.876 -5.434 -2.864 0.00 0.00 0.01 0.107
H -1.954 -4.993 -1.372 0.01 -0.01 0.00 0.106
H -1.880 -2.935 -0.027 -0.04 0.02 -0.04 0.060
H -0.824 5.731 1.251 0.01 0.01 0.01 0.109
H -2.863 5.507 2.866 0.00 0.00 -0.01 0.087
H -3.897 4.158 2.412 -0.03 0.01 -0.01 0.068
H -2.864 4.029 3.830 0.00 0.00 0.01 0.080
H 1.673 2.011 -0.586 -0.05 -0.03 -0.05 0.067
H 3.911 2.504 -1.469 0.02 -0.03 -0.04 0.103
H 4.776 4.830 -1.443 0.00 0.00 0.01 0.104
H 3.363 6.640 -0.518 0.00 0.00 0.00 0.107
H 1.168 6.133 0.428 -0.02 0.00 0.01 0.105
H -0.797 -3.442 1.527 0.04 -0.01 0.03 0.093
H 0.555 -5.381 0.803 0.00 -0.01 0.01 0.107
H 2.879 -5.637 1.612 0.00 0.00 0.00 0.109
H 3.837 -3.960 3.156 0.00 0.00 0.00 0.112
H 2.488 -2.009 3.854 -0.01 0.00 0.01 0.120
N 1.980 1.033 1.841 -0.29 -0.11 0.21 0.152
C 2.505 0.108 1.057 0.01 -0.02 0.01 -0.731
S 1.557 -0.845 -0.003 0.05 0.18 -0.40 0.721
N 3.838 -0.055 1.118 0.01 -0.02 0.01 0.087
C 4.701 -0.881 0.339 0.01 -0.01 -0.04 -0.246
C 4.388 -2.186 -0.011 0.04 -0.05 0.07 -0.058
C 5.299 -2.923 -0.755 -0.02 -0.01 0.01 -0.064
C 6.517 -2.379 -1.132 0.02 0.02 0.00 -0.077
C 6.835 -1.083 -0.751 0.00 -0.02 0.00 -0.072
C 5.929 -0.335 -0.018 -0.04 0.03 -0.05 -0.028
H 1.007 1.325 1.699 0.08 0.13 -0.12 0.051
H 2.568 1.626 2.405 0.00 0.04 -0.04 0.134
H 4.327 0.648 1.653 0.01 -0.01 0.01 0.151
H 3.465 -2.641 0.316 -0.01 0.02 -0.01 0.061
H 5.054 -3.942 -1.025 0.00 0.00 0.00 0.110
H 7.220 -2.965 -1.707 0.00 0.00 0.00 0.108
H 7.787 -0.650 -1.026 0.00 0.00 0.00 0.110
H 6.172 0.682 0.270 -0.01 0.00 0.00 0.115
O -2.550 0.597 -2.092 -0.01 -0.10 -0.09 -0.414
S -1.188 0.068 -2.000 -0.09 -0.18 0.50 0.820
C -1.000 -1.308 -3.111 0.03 -0.11 0.15 -0.368
C 0.068 -2.185 -2.985 -0.10 -0.05 0.07 -0.105
C 0.215 -3.192 -3.925 -0.02 -0.02 0.00 -0.058
C -0.708 -3.318 -4.956 0.00 -0.02 0.01 -0.059
C -1.783 -2.445 -5.049 -0.04 -0.02 -0.01 -0.051
C -1.936 -1.424 -4.123 -0.02 -0.01 0.00 -0.044
C -0.150 1.256 -2.838 0.15 0.08 0.26 -0.341
C -0.670 2.538 -2.924 0.04 0.02 0.05 -0.058
C 0.051 3.505 -3.610 -0.03 0.01 0.01 -0.052
C 1.262 3.182 -4.199 0.06 -0.03 0.02 -0.060
C 1.770 1.891 -4.101 0.03 0.06 0.04 -0.062
C 1.071 0.918 -3.408 0.01 0.01 0.02 -0.069
H 0.768 -2.095 -2.163 0.01 -0.02 -0.03 0.052
H 1.045 -3.882 -3.849 0.00 0.00 0.01 0.112
H -0.594 -4.109 -5.685 0.00 0.00 0.00 0.111
H -2.507 -2.559 -5.844 0.00 0.00 0.00 0.114
H -2.767 -0.732 -4.169 0.00 0.00 0.00 0.121
H -1.629 2.759 -2.477 0.01 0.01 0.01 0.115
H -0.342 4.510 -3.687 0.00 0.00 0.00 0.115
H 1.818 3.938 -4.738 0.00 0.00 -0.01 0.113
H 2.713 1.642 -4.567 0.01 0.00 0.00 0.113
H 1.463 -0.087 -3.339 0.00 0.02 0.00 0.101
```
Forces are in eV/Å.

Values from the calculation:
**Net charge**: +1
**F_max**: 0.5 eV/A
**ΔE to the lowest compared entry with this formula, charge and spin**: 0.0 kJ/mol
**Frontier orbital gap**: 8.3 eV

2.
Molecular formula: C18H22F6N4O6S2
Method: DFT, ωB97M-V/def2-TZVPD

The geometry in XYZ format:
```
58
Properties=species:S:1:pos:R:3:forces:R:3:lowdin_charge:R:1
O -2.465 -1.403 0.875 -1.61 5.52 -6.70 -0.024
C -2.752 -0.504 -0.108 1.22 -4.33 5.00 -0.253
C -2.187 1.023 0.131 0.33 -0.06 1.11 -0.087
C -1.064 1.519 -0.956 -0.17 -0.24 -1.20 -0.105
C 0.460 0.988 -0.671 2.40 -2.66 1.01 -0.038
N 0.690 -0.489 -0.440 3.83 2.59 -0.05 0.087
C 2.139 -0.872 -0.234 -1.03 7.61 -0.99 0.063
C 2.837 0.609 -0.335 -2.73 -3.81 0.15 0.043
N 1.794 1.695 -0.578 -1.96 -5.87 0.05 -0.040
C 2.019 3.188 -0.703 1.66 1.19 0.74 -0.133
C 3.259 3.584 -1.750 -0.32 0.84 -0.34 -0.160
C 2.644 4.015 -3.227 0.06 -0.25 -0.31 -0.186
C 1.592 2.907 -3.823 -0.09 0.37 -0.87 -0.238
O 2.269 1.603 -4.130 0.32 2.35 -0.74 -0.149
N -3.588 -0.976 -1.276 3.02 0.38 -0.06 0.038
C -2.795 -1.772 -2.288 1.95 -2.22 -3.86 -0.146
C -1.648 -2.916 -1.922 -0.23 0.49 -2.23 -0.039
C -0.798 -3.790 -3.019 -3.13 3.07 -1.42 -0.064
C -1.086 -3.591 -4.624 -2.13 2.38 3.77 -0.072
C -2.229 -2.474 -5.041 0.80 -0.70 3.68 -0.058
C -3.070 -1.559 -3.924 2.83 -2.95 1.03 -0.021
H -3.098 1.766 0.208 1.85 -1.40 -0.54 0.140
H -1.656 1.054 1.199 -1.44 -0.43 -2.31 0.124
H -1.110 2.688 -1.079 0.38 -2.40 0.45 0.122
H -1.389 1.063 -2.010 0.97 0.99 2.10 0.134
H 0.044 -1.308 -0.395 -0.22 1.61 -0.23 0.114
H 2.570 -1.944 -0.053 -1.13 2.49 -0.36 0.142
H 3.999 0.679 -0.220 -2.73 0.64 -0.31 0.131
H 1.021 3.741 -0.989 2.04 -1.36 0.63 0.135
H 2.410 3.550 0.366 -1.25 -0.82 -2.27 0.153
H 3.816 4.550 -1.327 -1.35 -2.19 -0.73 0.126
H 4.076 2.740 -1.807 -1.90 1.53 0.02 0.113
H 3.504 4.134 -4.041 -1.67 -0.31 1.87 0.124
H 2.136 5.094 -3.161 0.92 -2.46 0.00 0.128
H 0.686 2.670 -3.107 2.04 0.37 -1.33 0.101
H 1.115 3.328 -4.831 1.00 -0.79 2.18 0.133
H 2.933 1.786 -4.878 -1.52 -0.31 1.67 0.113
H -4.158 -0.216 -1.707 0.96 -0.85 0.25 0.126
H -1.392 -3.115 -0.777 -0.86 0.48 -2.68 0.088
H 0.007 -4.554 -2.619 -1.93 1.76 -0.93 0.092
H -0.465 -4.247 -5.371 -1.57 1.61 1.42 0.084
H -2.478 -2.318 -6.174 0.52 -0.28 2.49 0.079
H -3.867 -0.803 -4.338 1.73 -1.65 1.04 0.079
C -0.429 0.279 3.728 -1.71 -0.12 -1.49 -0.615
F 0.084 1.379 3.106 -0.06 -0.69 0.58 0.081
F -1.746 0.556 3.970 1.21 -0.12 -0.07 0.095
F -0.428 -0.723 2.798 0.31 0.77 0.74 0.070
S 0.474 -0.180 5.245 1.87 1.70 0.76 0.595
O 0.337 0.987 6.121 -0.19 -1.54 -1.20 -0.298
O 1.841 -0.448 4.791 -1.73 0.03 0.19 -0.311
N -0.408 -1.444 5.613 0.79 0.62 0.12 -0.299
S 0.096 -2.167 6.931 1.64 -0.74 2.72 0.601
O -0.100 -1.442 8.189 -0.09 -0.68 -1.87 -0.297
O 1.365 -2.891 6.832 -1.64 0.87 -0.38 -0.302
C -1.175 -3.476 6.958 -2.09 -1.76 -0.28 -0.609
F -1.145 -4.254 5.834 0.28 0.75 0.84 0.090
F -2.443 -2.969 7.022 1.21 -0.14 0.03 0.093
F -1.050 -4.329 8.016 0.31 1.13 -0.90 0.105
```
Forces are in eV/Å.

Values from the calculation:
**Net charge**: 0
**F_max**: 8.8 eV/A
**Frontier orbital gap**: 6.9 eV